# 1
Entry from OMol25: a molecular structure, C17H29FGdNO2P2 in a non-equilibrium geometry (ωB97M-V/def2-TZVPD).

HOMO energy (spin up / spin down) ... -6.111 / -6.111 eV
Total energy ... -2418.54899 a.u.
Kohn-Sham gap (spin up / spin down) ... 0.2287 / 0.1771 Ha

Structure (ORCA input):
```
! wB97M-V def2-TZVPD RIJCOSX def2/J DEFGRID3
* xyz 0 8
C -1.591 -3.815 1.188
C -0.944 -2.567 1.391
N -1.316 -1.442 0.642
C -2.408 -1.550 -0.147
C -3.140 -2.733 -0.264
C -2.707 -3.890 0.388
C 0.038 -2.505 2.397
P 0.827 -0.991 2.840
Gd -0.053 0.827 0.863
P -1.582 0.824 -1.466
C -2.911 -0.332 -0.926
C 1.114 2.680 -0.510
C 1.023 3.975 -0.027
C 0.885 5.042 -0.946
C 0.896 4.779 -2.317
C 1.153 3.483 -2.773
C 1.326 2.423 -1.855
O 3.995 -3.102 0.773
O 1.475 -1.616 -2.787
H -1.184 -4.675 1.721
H -4.025 -2.718 -0.895
H -3.235 -4.829 0.261
C 0.339 -0.762 4.588
C 2.623 -1.280 2.887
H -3.451 -0.639 -1.832
H -3.612 0.254 -0.308
H 4.905 -2.991 0.825
H 0.246 -3.443 2.927
C -2.488 2.267 -2.095
C -0.993 0.033 -2.985
H 1.028 4.195 1.048
H 0.780 6.076 -0.601
H 0.735 5.588 -3.035
H 1.245 3.301 -3.848
H 1.592 1.424 -2.224
H 1.639 1.007 1.489
H 2.043 -1.675 -2.003
H 2.007 -1.342 -3.484
H 3.848 -4.057 0.864
H 1.902 1.539 1.091
H 1.225 -0.527 5.188
H -0.392 0.056 4.650
H -0.128 -1.689 4.943
H 2.883 -1.460 3.943
H 2.933 -2.118 2.235
H 3.095 -0.353 2.522
H -1.853 -0.410 -3.504
H -0.513 0.794 -3.612
H -0.244 -0.740 -2.749
H -3.123 1.974 -2.943
H -3.107 2.684 -1.289
H -1.759 3.026 -2.407
F -1.042 2.001 2.167
*
```

=====

# 2
Entry from OMol25: a gas-phase ion, C2H6N2P (charge +1) in a non-equilibrium geometry (ωB97M-V/def2-TZVPD).

HOMO energy ... -14.929 eV
Structure (SMILES) ... C1=[NH+]PCN1
Total energy ... -530.39200 a.u.
Kohn-Sham gap ... 0.3983 Ha

Structure (ORCA input):
```
! wB97M-V def2-TZVPD RIJCOSX def2/J DEFGRID3
* xyz 1 1
C 0.135 -1.158 0.316
C 0.468 1.183 -0.027
N 0.651 -0.009 0.757
N -0.720 -1.025 -0.723
P -1.105 0.742 -1.083
H 0.458 -2.166 0.531
H 0.303 2.165 0.444
H 1.439 1.223 -0.565
H 1.396 -0.036 1.513
H -1.274 -1.580 -1.260
H -1.752 0.660 0.096
*
```